178
Properties=species:S:1:pos:R:3 method="wB97M-V/def2-TZVPD" total_charge=0 e_above_lowest_kj_mol=0.00 total_energy_ev=-83286.0037 e_lumo_ha=0.0033
N 3.63381 -12.33948 -27.37079
C 3.67677 -12.21403 -28.75440
C 3.85652 -13.46720 -29.31753
C 3.82343 -14.43171 -28.24996
C 3.65597 -13.68229 -27.09533
H 3.53846 -11.55448 -26.74247
H 3.56372 -11.29262 -29.30632
H 3.86819 -13.71543 -30.36855
H 3.81812 -15.50606 -28.36015
H 3.49168 -13.89325 -26.04895
N -0.85650 -21.75910 -28.40612
C -0.55826 -20.84817 -27.40429
C -1.76275 -20.29724 -26.93302
C -2.80269 -20.85494 -27.65855
C -2.25734 -21.75032 -28.57792
H -0.21470 -22.34561 -28.92013
H 0.43773 -20.68900 -27.01821
H -1.93671 -19.68719 -26.05897
H -3.85878 -20.64187 -27.58320
H -2.70618 -22.44224 -29.27520
N 6.35544 -12.62030 -19.44318
C 6.20997 -11.73370 -18.42260
C 4.86763 -11.87701 -17.98431
C 4.22196 -12.88687 -18.72612
C 5.20830 -13.34277 -19.51422
H 7.16073 -12.82516 -20.01733
H 6.94840 -11.02313 -18.08168
H 4.40312 -11.34169 -17.16942
H 3.24405 -13.29431 -18.51612
H 5.19907 -14.17304 -20.20484
N 4.98124 -28.24898 -21.35083
C 5.60493 -27.90159 -20.17313
C 5.37135 -28.85953 -19.20621
C 4.73591 -29.97372 -19.81650
C 4.61061 -29.55764 -21.16821
H 5.09738 -27.71519 -22.20035
H 6.07287 -26.92847 -20.15134
H 5.65282 -28.80952 -18.16473
H 4.37779 -30.87719 -19.34543
H 4.21782 -30.14839 -21.98254
N 4.00722 -20.91037 -20.98597
C 5.21894 -21.01212 -21.67743
C 5.26469 -20.01053 -22.65480
C 3.99486 -19.38075 -22.61739
C 3.27690 -19.90061 -21.51716
H 3.64148 -21.38098 -20.17057
H 5.98923 -21.67879 -21.31880
H 5.99385 -19.72108 -23.39705
H 3.57195 -18.59844 -23.23020
H 2.33559 -19.60503 -21.07786
N 12.18765 -25.16994 -22.73194
C 13.16141 -24.24065 -22.62756
C 12.56057 -23.02930 -22.87847
C 11.20316 -23.19035 -23.10895
C 10.97055 -24.51265 -23.03238
H 12.30036 -26.16896 -22.63520
H 14.20636 -24.50305 -22.55249
H 13.14657 -22.12245 -22.90385
H 10.57706 -22.40024 -23.49646
H 10.12532 -25.15233 -23.23923
N 1.56308 -22.57007 -15.40917
C 0.23063 -22.73143 -15.65790
C 0.07890 -23.51912 -16.80846
C 1.40155 -23.94168 -17.19609
C 2.26739 -23.35525 -16.28034
H 1.89537 -21.96189 -14.67446
H -0.50843 -22.24294 -15.04019
H -0.85866 -23.82462 -17.24898
H 1.64096 -24.69764 -17.92930
H 3.34605 -23.30561 -16.26004
N -6.46251 -19.69894 -22.85625
C -5.32386 -19.25227 -22.25762
C -4.61658 -20.31929 -21.79490
C -5.38995 -21.46297 -21.94629
C -6.51462 -21.01651 -22.61137
H -7.20437 -19.15958 -23.27913
H -5.17052 -18.18374 -22.22380
H -3.68944 -20.39184 -21.24576
H -5.13434 -22.46182 -21.62478
H -7.35136 -21.59932 -22.96717
N -1.80795 -13.86095 -21.83062
C -0.90073 -14.48267 -22.58778
C -1.29873 -14.43581 -23.91642
C -2.53708 -13.73944 -23.93846
C -2.82176 -13.32868 -22.62246
H -1.83939 -13.78185 -20.82421
H -0.11868 -15.06779 -22.12687
H -0.70121 -14.83456 -24.72288
H -3.11835 -13.68189 -24.84687
H -3.72166 -12.86827 -22.24219
C -4.69173 -14.27747 -15.45248
C -3.85801 -13.79157 -16.66341
N -2.39098 -13.94985 -16.48392
C -1.69380 -13.03432 -15.55219
C -1.76292 -11.61353 -16.11268
C -1.86952 -15.27001 -16.19318
C -2.33435 -16.37801 -17.12177
H -4.19185 -13.90105 -14.56000
H -4.73212 -15.35930 -15.32555
H -5.69472 -13.85109 -15.43469
H -4.25765 -14.27621 -17.55420
H -4.17399 -12.75954 -16.81557
H -0.63399 -13.28889 -15.56208
H -1.92748 -13.19470 -14.49968
H -1.23777 -11.58046 -17.06726
H -1.11845 -10.98000 -15.50325
H -2.73886 -11.16472 -16.29763
H -0.79618 -15.21482 -16.37481
H -1.96830 -15.58373 -15.15399
H -3.34391 -16.75547 -16.95926
H -2.32908 -16.19152 -18.19568
H -1.68160 -17.21677 -16.87988
C 8.97310 -10.21416 -23.57854
C 10.07505 -11.31676 -23.46336
N 9.68881 -12.69427 -23.25429
C 10.94364 -13.46536 -22.92723
C 10.55455 -14.84950 -22.39671
C 8.75852 -13.17546 -24.30489
C 9.39744 -13.19894 -25.68573
H 9.38038 -9.20370 -23.54396
H 8.38187 -10.30824 -22.66767
H 8.27023 -10.35109 -24.40033
H 10.79867 -11.17912 -24.26680
H 10.69428 -11.01938 -22.61706
H 11.64657 -13.48727 -23.76000
H 11.42190 -13.03014 -22.04977
H 9.73911 -14.76827 -21.67798
H 10.05450 -15.48222 -23.13000
H 11.39150 -15.34371 -21.90337
H 7.85191 -12.57036 -24.30885
H 8.35214 -14.12730 -23.96290
H 8.77799 -13.75992 -26.38550
H 10.37936 -13.67122 -25.71562
H 9.62470 -12.18163 -26.00435
C 4.59987 -18.48419 -14.24241
C 3.82912 -18.27550 -12.92948
N 3.87672 -19.48261 -12.11562
C 2.88514 -19.29264 -11.03648
C 2.69829 -20.55227 -10.18697
C 5.24685 -19.92015 -11.73596
C 6.00215 -18.86284 -10.89896
H 4.36197 -17.75211 -15.01413
H 4.41251 -19.44248 -14.72685
H 5.66493 -18.35086 -14.05279
H 4.17528 -17.38401 -12.40648
H 2.84412 -18.22615 -13.39363
H 3.22692 -18.49220 -10.38029
H 2.00132 -18.86645 -11.51117
H 2.36772 -21.30763 -10.89989
H 3.52771 -20.97920 -9.62314
H 1.84482 -20.29530 -9.55955
H 5.77653 -20.05433 -12.67912
H 5.23433 -20.92871 -11.32276
H 6.96378 -19.29968 -10.62963
H 5.41939 -18.68627 -9.99491
H 6.16296 -17.88100 -11.34419
C 9.41169 -23.35514 -16.56320
C 10.20058 -23.81958 -15.29523
N 10.81312 -25.16894 -15.35597
C 9.91449 -26.27575 -15.63373
C 10.12823 -27.55973 -14.77333
C 11.95390 -25.29769 -16.28856
C 13.07346 -24.31750 -16.13685
H 8.67822 -24.06038 -16.95403
H 10.10548 -23.10932 -17.36715
H 8.81002 -22.46605 -16.37448
H 10.95377 -23.08017 -15.02303
H 9.51374 -23.82059 -14.44886
H 8.97531 -25.88112 -15.24603
H 9.66765 -26.41796 -16.68585
H 10.87182 -28.26088 -15.15221
H 10.44157 -27.43719 -13.73656
H 9.19825 -28.11176 -14.63733
H 11.52215 -25.21921 -17.28632
H 12.24590 -26.34747 -16.26061
H 13.74071 -24.60506 -15.32433
H 12.67401 -23.32383 -15.93398
H 13.59194 -24.25723 -17.09374